ORCA calculation (the ωB97M-V functional and the def2-TZVPD basis) on a cluster of 7 separate species, C21H63O28P7 in total in a non-equilibrium geometry.

```
119
Properties=species:S:1:pos:R:3:lowdin_charge:R:1
C 3.299 0.458 3.754 -0.13
O 2.241 1.348 3.783 -0.25
P 1.607 1.996 2.311 0.44
O 2.657 2.465 1.480 -0.19
O 0.847 0.900 1.604 -0.20
C 0.274 1.095 0.366 -0.09
O 0.464 3.088 2.733 -0.20
C 0.668 4.051 3.767 -0.06
H 2.920 -0.345 3.235 0.03
H 3.412 0.141 4.909 0.15
H 4.142 0.922 3.312 0.07
H -0.157 2.140 0.406 0.09
H -0.343 0.228 0.024 0.07
H 1.072 1.111 -0.452 0.10
H 0.017 4.673 3.602 -0.01
H 1.547 4.530 3.613 0.05
H 0.790 3.722 4.858 0.14
C 5.180 0.990 0.073 -0.16
O 5.799 -0.147 -0.375 -0.24
P 5.079 -1.623 -0.047 0.55
O 4.153 -1.517 1.077 -0.23
O 4.142 -2.059 -1.311 -0.22
C 3.517 -1.187 -2.078 -0.20
O 6.190 -2.768 0.303 -0.21
C 5.704 -4.095 0.423 -0.13
H 4.134 0.963 0.274 0.04
H 5.653 1.919 -0.490 0.14
H 5.735 0.997 1.079 0.11
H 2.709 -1.845 -2.604 0.12
H 4.093 -0.618 -2.901 0.12
H 2.996 -0.396 -1.601 0.05
H 4.895 -4.138 1.124 0.07
H 6.474 -4.880 0.723 0.12
H 5.190 -4.436 -0.548 0.10
C 3.322 3.369 -2.047 -0.11
O 3.555 4.306 -1.031 -0.18
P 2.299 5.076 -0.405 0.44
O 2.141 6.422 -1.035 -0.28
O 0.867 4.334 -0.604 -0.25
C -0.279 4.971 0.110 -0.07
O 2.499 5.471 1.157 -0.28
C 3.686 6.244 1.638 -0.01
H 2.513 2.658 -1.865 0.09
H 4.141 2.813 -2.374 0.07
H 3.079 3.920 -2.802 0.03
H -0.483 5.020 1.291 0.13
H -1.056 4.424 -0.293 0.02
H -0.425 6.054 -0.366 0.13
H 3.378 6.463 2.552 0.03
H 3.966 7.006 0.851 0.11
H 4.520 5.484 1.477 0.11
C -2.100 0.723 3.590 -0.12
O -2.124 2.041 3.968 -0.22
P -3.045 3.139 3.124 0.46
O -4.441 2.731 3.149 -0.23
O -2.887 4.564 3.777 -0.19
C -3.580 4.976 5.010 0.00
O -2.490 3.063 1.578 -0.27
C -3.264 2.491 0.474 -0.01
H -1.965 0.024 4.325 0.07
H -1.234 0.665 2.942 0.07
H -3.022 0.551 3.046 0.08
H -4.070 6.084 4.931 0.16
H -2.911 5.151 5.732 0.05
H -4.340 4.500 5.120 -0.03
H -2.595 2.381 -0.240 0.03
H -4.002 3.393 0.218 0.16
H -3.736 1.782 0.948 0.01
C -0.296 -1.006 -2.879 -0.12
O -0.066 -2.352 -3.125 -0.17
P -1.382 -3.146 -3.486 0.50
O -2.578 -2.406 -3.244 -0.18
O -1.264 -3.538 -5.087 -0.19
C -1.015 -2.470 -5.941 -0.09
O -1.472 -4.731 -2.974 -0.19
C -2.653 -5.533 -2.940 -0.06
H -0.495 -0.388 -3.742 0.10
H 0.686 -0.621 -2.419 0.10
H -0.852 -0.738 -2.063 0.03
H -0.094 -2.257 -5.752 0.03
H -1.534 -1.763 -5.592 0.02
H -0.974 -2.792 -6.947 0.11
H -2.916 -6.047 -3.763 0.07
H -3.483 -5.052 -2.490 0.08
H -2.635 -6.203 -2.262 0.02
C -5.926 -2.958 -2.504 -0.22
O -5.099 -2.392 -1.655 -0.24
P -4.613 -0.800 -1.834 0.44
O -5.561 0.010 -1.079 -0.23
O -3.252 -0.494 -1.062 -0.26
C -2.909 -1.315 0.068 -0.06
O -4.480 -0.297 -3.349 -0.23
C -3.469 0.721 -3.574 -0.05
H -5.509 -2.787 -3.578 0.11
H -6.821 -2.256 -2.413 0.12
H -6.085 -4.001 -2.559 0.07
H -1.811 -0.998 -0.038 0.09
H -3.178 -2.327 -0.061 0.06
H -3.393 -0.985 0.928 0.06
H -3.801 1.477 -2.941 0.07
H -3.517 0.940 -4.796 0.16
H -2.599 0.252 -3.532 -0.02
C -2.224 -5.328 1.722 -0.15
O -0.992 -5.773 1.272 -0.21
P -0.021 -4.643 0.689 0.40
O -0.756 -3.735 -0.138 -0.21
O 0.759 -3.836 1.835 -0.17
C 0.661 -2.467 1.855 -0.15
O 1.032 -5.353 -0.256 -0.15
C 2.025 -4.632 -0.798 -0.17
H -2.935 -5.164 0.769 0.13
H -2.005 -4.372 2.338 0.10
H -2.781 -5.964 2.477 0.10
H 1.228 -2.063 1.019 0.09
H 1.236 -2.113 2.637 0.05
H -0.343 -1.977 2.108 0.12
H 2.881 -5.343 -1.094 0.12
H 2.475 -3.780 -0.369 0.05
H 1.806 -4.171 -1.796 0.10
```

Output
SMILES string: COP(=O)(OC)OC.COP(=O)(OC)OC.COP(=O)(OC)OC.COP(=O)(OC)OC.COP(=O)(OC)OC.COP(=O)(OC)OC.COP(=O)(OC)OC



ORCA calculation (the ωB97M-V functional and the def2-TZVPD basis) on a structure of composition C21H64AgN14O9 in a non-equilibrium geometry.

```
109
Properties=species:S:1:pos:R:3:lowdin_charge:R:1
Ag -0.405 -1.421 -0.762 0.78
C -3.639 5.233 0.494 -0.06
C -2.654 4.147 1.083 -0.37
C -1.298 3.962 0.226 -0.20
O -0.791 2.728 0.540 -0.26
C 0.550 2.416 0.113 -0.05
N -2.273 4.758 2.334 0.02
H -3.164 6.165 0.186 0.06
H -4.484 5.513 1.123 0.08
H -3.904 4.792 -0.467 0.07
H -3.187 3.197 1.042 0.12
H -0.614 4.786 0.429 0.12
H -1.504 3.764 -0.826 0.12
H 0.470 2.278 -0.965 0.08
H 0.935 1.490 0.541 0.06
H 1.271 3.189 0.380 0.10
H -1.466 4.303 2.735 0.06
H -1.842 5.650 2.134 0.07
C -5.577 -3.281 -2.155 -0.06
C -4.193 -2.670 -2.042 -0.46
C -3.961 -2.151 -0.611 -0.16
O -2.788 -1.412 -0.171 -0.26
C -2.838 0.002 -0.405 -0.10
N -3.283 -3.677 -2.474 0.04
H -6.205 -2.393 -2.089 0.09
H -5.755 -3.965 -1.325 0.09
H -5.840 -3.779 -3.088 0.09
H -4.111 -1.886 -2.794 0.12
H -4.079 -2.958 0.112 0.12
H -4.814 -1.599 -0.216 0.12
H -1.978 0.461 0.085 0.05
H -3.772 0.376 0.015 0.10
H -2.719 0.291 -1.449 0.09
H -3.835 -4.514 -2.351 0.08
H -2.565 -3.772 -1.770 0.05
C 4.806 -1.698 5.929 -0.09
C 3.516 -1.014 5.933 -0.45
C 2.502 -1.998 5.279 -0.14
O 2.772 -2.040 3.842 -0.23
C 2.205 -3.059 3.029 -0.12
N 3.199 -0.515 7.268 0.05
H 4.877 -2.501 6.663 0.09
H 5.684 -1.053 5.964 0.09
H 4.964 -2.165 4.956 0.08
H 3.605 -0.181 5.236 0.14
H 1.517 -1.533 5.322 0.11
H 2.569 -3.032 5.618 0.13
H 2.813 -3.012 2.126 0.08
H 1.188 -2.783 2.749 0.05
H 2.297 -4.116 3.276 0.08
H 3.116 -1.096 8.090 0.07
H 2.224 -0.251 7.260 0.06
C 0.599 3.083 -4.004 -0.06
C 1.441 4.314 -3.773 -0.45
C 0.691 5.653 -3.623 -0.17
O -0.006 5.765 -2.339 -0.24
C -0.749 6.998 -2.073 -0.05
N 2.230 4.122 -2.577 0.05
H 1.177 2.162 -4.069 0.07
H 0.121 3.127 -4.983 0.08
H -0.128 2.841 -3.229 0.07
H 2.177 4.411 -4.571 0.13
H 0.010 5.893 -4.441 0.12
H 1.408 6.468 -3.719 0.12
H -1.500 7.112 -2.855 0.09
H -0.023 7.810 -2.046 0.09
H -1.270 6.837 -1.129 0.06
H 1.388 3.906 -2.063 0.02
H 2.534 4.997 -2.174 0.08
C 2.951 -0.632 -0.022 -0.75
O 1.910 -0.964 -0.611 -0.05
N 4.095 -0.365 -0.571 0.19
N 2.894 -0.330 1.226 0.20
H 4.964 -0.198 -0.084 0.12
H 4.367 -0.551 -1.526 0.11
H 3.773 -0.095 1.663 0.13
H 2.052 -0.594 1.717 0.08
C -0.745 -4.455 0.732 -0.72
O -0.664 -3.883 -0.341 -0.01
N -1.623 -4.172 1.689 0.17
N 0.202 -5.168 1.281 0.18
H -1.576 -4.681 2.560 0.11
H -2.388 -3.562 1.442 0.09
H 1.069 -5.501 0.884 0.14
H -0.080 -5.598 2.150 0.11
C 3.701 -4.282 -2.347 -0.79
O 3.395 -5.427 -2.131 0.04
N 4.907 -3.818 -2.138 0.15
N 3.006 -3.444 -3.076 0.17
H 5.592 -4.418 -1.702 0.12
H 5.128 -2.851 -2.329 0.09
H 3.320 -2.491 -3.188 0.10
H 2.063 -3.687 -3.346 0.12
C -1.020 -0.394 2.593 -0.76
O -0.093 -0.571 1.818 -0.01
N -1.505 -1.351 3.375 0.18
N -1.598 0.744 2.763 0.21
H -2.401 -1.301 3.838 0.12
H -1.055 -2.243 3.224 0.08
H -1.173 1.376 2.100 0.09
H -2.352 0.918 3.412 0.13
C -0.896 -1.080 -4.198 -0.67
O -0.429 -0.832 -3.034 -0.08
N -0.339 -0.608 -5.321 0.17
N -1.950 -1.774 -4.460 0.18
H 0.576 -0.181 -5.358 0.12
H -0.964 -0.836 -6.081 0.11
H -2.432 -1.804 -5.347 0.13
H -2.326 -2.370 -3.736 0.06
```

Output
Total charge: +1



ORCA calculation (the ωB97M-V functional and the def2-TZVPD basis) on a cluster of 11 separate species, C21H64N10O11 in total in a non-equilibrium geometry.

```
106
Properties=species:S:1:pos:R:3:lowdin_charge:R:1
N 0.145 -0.455 0.657 0.16
C -0.855 0.010 0.039 -0.61
N -1.875 -0.805 -0.161 0.21
O -0.806 1.301 -0.411 -0.11
H 0.809 0.286 1.076 0.10
H 0.382 -1.393 0.972 0.08
H -2.681 -0.297 -0.672 0.05
H -1.855 -1.809 -0.060 0.08
N 0.817 2.323 -3.171 0.12
C 0.835 2.177 -4.443 -0.62
N -0.193 2.723 -4.997 0.18
O 1.867 1.608 -5.113 -0.08
H 1.756 2.481 -2.761 0.08
H -0.023 2.485 -2.587 0.09
H -0.242 2.731 -6.026 0.14
H -0.906 3.289 -4.482 0.13
N 3.219 0.085 -3.114 0.14
C 2.728 -0.259 -1.950 -0.70
N 1.750 0.415 -1.522 0.17
O 3.231 -1.263 -1.240 -0.08
H 3.965 -0.590 -3.398 0.16
H 2.793 0.711 -3.839 0.08
H 1.231 0.046 -0.679 0.09
H 1.193 1.065 -2.131 0.08
N 3.338 2.721 -0.358 0.16
C 3.655 3.334 -1.386 -0.70
N 3.524 2.654 -2.487 0.14
O 4.216 4.566 -1.322 -0.10
H 3.641 3.069 0.560 0.14
H 2.892 1.795 -0.402 0.09
H 4.223 3.072 -3.129 0.16
H 3.392 1.620 -2.551 0.05
N -2.902 1.452 -2.945 0.20
C -3.559 0.388 -2.597 -0.63
N -3.909 0.327 -1.376 0.12
O -3.674 -0.696 -3.478 -0.14
H -2.611 1.565 -3.903 0.11
H -2.681 2.180 -2.298 0.07
H -4.393 -0.595 -1.109 0.19
H -4.055 1.143 -0.742 0.17
C 2.476 -0.997 2.396 -0.03
C 2.858 0.443 2.253 -0.55
C 4.175 0.482 1.451 -0.03
O 2.042 1.151 1.582 -0.06
H 2.370 -1.453 1.394 0.09
H 1.555 -1.088 2.969 0.08
H 3.164 -1.548 2.908 0.06
H 2.976 0.814 3.303 0.16
H 4.859 -0.243 1.861 0.08
H 4.721 1.417 1.264 0.08
H 3.988 0.027 0.484 0.06
H 2.417 2.033 1.524 0.11
C -0.363 2.378 2.871 -0.03
C -1.204 1.298 3.480 -0.58
C -2.569 1.114 2.734 -0.02
O -0.661 0.178 3.594 0.01
H -0.092 2.199 1.817 0.05
H 0.516 2.551 3.402 0.06
H -0.806 3.366 2.959 0.10
H -1.516 1.516 4.512 0.15
H -2.496 1.074 1.635 0.06
H -3.380 1.838 3.001 0.10
H -3.099 0.258 3.011 0.03
H -0.706 -0.259 2.720 0.07
C 1.546 -4.496 2.916 -0.03
C 0.333 -3.839 2.282 -0.60
C -0.482 -2.925 3.242 -0.01
O 0.642 -3.167 1.274 -0.03
H 2.158 -5.223 2.354 0.09
H 1.026 -5.186 3.605 0.09
H 2.131 -3.758 3.469 0.07
H -0.414 -4.649 1.964 0.15
H 0.137 -2.565 4.052 0.08
H -1.278 -3.500 3.715 0.08
H -0.964 -2.115 2.755 0.04
H 0.840 -3.723 0.549 0.10
C 0.554 4.301 -0.130 -0.01
C -0.990 4.447 -0.252 -0.63
C -1.481 4.418 -1.676 -0.05
O -1.717 3.673 0.395 -0.02
H 0.980 3.419 -0.679 0.06
H 0.867 4.244 0.886 0.06
H 0.942 5.270 -0.531 0.11
H -1.285 5.432 0.075 0.14
H -0.966 3.625 -2.278 0.04
H -1.168 5.347 -2.068 0.07
H -2.547 4.412 -1.801 0.08
H -1.277 2.798 0.460 0.05
C -1.552 -5.799 -1.504 0.01
C -1.382 -4.353 -0.981 -0.64
C -0.620 -3.442 -1.830 -0.02
O -2.441 -3.768 -0.689 0.01
H -2.107 -6.431 -0.877 0.07
H -0.535 -6.115 -1.457 0.07
H -1.920 -5.902 -2.520 0.09
H -0.875 -4.538 -0.085 0.10
H 0.371 -3.884 -2.089 0.11
H -0.362 -2.549 -1.300 0.05
H -1.166 -3.176 -2.735 0.11
H -3.031 -3.758 -1.412 0.13
C -3.772 -2.549 2.516 -0.14
O -3.072 -3.653 1.935 -0.16
H -4.785 -2.572 2.231 0.06
H -3.280 -1.718 2.053 0.03
H -3.653 -2.513 3.633 0.11
H -3.011 -3.524 0.942 0.06
```

Output
SMILES string: NC(N)=O.NC(N)=O.NC(N)=O.NC(N)=O.NC(N)=O.CC(C)O.CC(C)O.CC(C)O.CC(C)O.CC(C)O.CO



ORCA calculation (the ωB97M-V functional and the def2-TZVPD basis) on a cluster of 9 separate species, C21H64N14O9 in total in a non-equilibrium geometry.

```
108
Properties=species:S:1:pos:R:3:lowdin_charge:R:1
C -0.715 -2.785 2.766 -0.11
O 0.147 -2.280 3.776 -0.21
C -0.092 -2.862 5.056 -0.20
C 0.934 -2.335 6.086 -0.42
C 2.381 -2.847 6.070 -0.05
N 0.294 -2.678 7.372 0.02
H -1.762 -2.736 3.114 0.09
H -0.521 -3.856 2.588 0.09
H -0.586 -2.241 1.848 0.04
H -1.090 -2.527 5.391 0.12
H -0.074 -3.941 5.031 0.12
H 0.888 -1.278 5.959 0.11
H 3.095 -2.431 6.806 0.08
H 2.758 -2.759 5.041 0.06
H 2.283 -3.943 6.291 0.09
H -0.509 -2.102 7.520 0.06
H 0.893 -2.632 8.189 0.07
C -1.636 7.282 -0.695 -0.10
O -0.411 6.760 -1.144 -0.20
C -0.266 5.370 -1.051 -0.21
C 1.081 5.018 -1.715 -0.40
C 1.226 5.668 -3.073 -0.07
N 1.202 3.560 -1.876 0.06
H -2.475 6.915 -1.320 0.10
H -1.523 8.362 -0.704 0.09
H -1.812 6.980 0.342 0.07
H -0.340 5.049 -0.021 0.11
H -1.073 4.840 -1.540 0.09
H 1.882 5.432 -1.100 0.13
H 2.268 5.778 -3.415 0.08
H 0.834 6.701 -3.116 0.08
H 0.672 5.169 -3.896 0.08
H 0.915 3.041 -1.086 0.03
H 0.922 3.317 -2.845 0.08
C -1.699 -5.685 -2.537 -0.13
O -1.879 -4.312 -2.390 -0.19
C -2.591 -3.985 -1.201 -0.21
C -2.482 -2.507 -0.922 -0.41
C -3.031 -1.604 -2.020 -0.05
N -1.088 -2.096 -0.674 0.07
H -1.264 -6.116 -1.589 0.10
H -0.881 -5.950 -3.205 0.07
H -2.628 -6.290 -2.732 0.10
H -3.640 -4.290 -1.235 0.13
H -2.131 -4.481 -0.342 0.12
H -3.156 -2.382 -0.036 0.14
H -4.133 -1.483 -1.886 0.09
H -2.787 -1.891 -3.036 0.08
H -2.580 -0.611 -1.776 0.06
H -0.445 -2.868 -0.529 0.04
H -0.596 -1.609 -1.412 0.06
C 2.191 0.053 -3.013 -0.14
O 1.504 -1.117 -2.908 -0.23
C 1.079 -1.682 -4.139 -0.18
C 0.863 -3.168 -3.900 -0.44
C 2.082 -3.985 -3.572 -0.04
N 0.271 -3.619 -5.183 0.06
H 1.515 0.812 -3.476 0.08
H 3.079 0.017 -3.641 0.09
H 2.554 0.358 -2.039 0.08
H 0.163 -1.109 -4.409 0.12
H 1.813 -1.545 -4.943 0.13
H 0.192 -3.272 -3.095 0.09
H 2.792 -3.873 -4.413 0.09
H 1.787 -5.025 -3.446 0.07
H 2.519 -3.679 -2.603 0.07
H -0.583 -3.138 -5.390 0.06
H 0.187 -4.606 -5.163 0.04
N -3.071 1.541 -4.059 0.18
C -1.979 1.673 -3.268 -0.70
N -1.990 2.611 -2.322 0.15
O -1.033 0.898 -3.358 0.01
H -3.923 1.974 -4.127 0.07
H -3.056 0.657 -4.527 0.10
H -1.132 2.665 -1.799 0.04
H -2.467 3.536 -2.490 0.13
N 2.502 -3.200 1.871 0.16
C 2.075 -3.121 0.557 -0.65
N 2.594 -2.094 -0.226 0.18
O 1.390 -4.024 0.084 -0.01
H 2.245 -3.994 2.452 0.11
H 2.913 -2.411 2.351 0.07
H 2.222 -1.989 -1.162 0.06
H 3.320 -1.527 0.176 0.08
N 0.718 0.267 0.996 0.20
C -0.038 1.426 0.970 -0.61
N -0.984 1.440 -0.008 0.16
O 0.184 2.425 1.657 -0.02
H 1.503 0.214 1.611 0.04
H 0.362 -0.592 0.585 0.06
H -1.671 2.153 0.242 0.08
H -1.433 0.570 -0.274 0.09
N -4.193 4.945 2.249 0.16
C -3.011 4.512 1.735 -0.66
N -1.844 4.670 2.524 0.13
O -3.010 3.913 0.684 0.01
H -5.048 4.902 1.735 0.10
H -4.117 5.479 3.091 0.09
H -1.914 4.859 3.538 0.10
H -0.974 4.138 2.281 0.08
N 2.493 1.780 3.490 0.19
C 3.400 0.846 3.103 -0.62
N 4.508 0.704 3.994 0.12
O 3.395 0.103 2.149 0.01
H 2.492 2.231 4.359 0.08
H 1.741 2.134 2.894 0.07
H 5.281 0.079 3.734 0.10
H 4.761 1.340 4.712 0.07
```

Output
SMILES string: COC[C@H](C)N.COC[C@H](C)N.COC[C@H](C)N.COC[C@H](C)N.NC(N)=O.NC(N)=O.NC(N)=O.NC(N)=O.NC(N)=O



Table of relative energy (zero: lowest compared OMol25 entry of this formula, charge and spin) (eV), in record order: 18.294, 0.000, 7.289, 0.493
Table of HOMO (eV), in record order: -9.4, -11.0, -9.1, -8.5
Table of E (Ha), in record order: -5334.1271, -2429.0284, -2213.4893, -2282.3899